# C20H33Cl3GeMgN2PS

A molecular structure, C20H33Cl3GeMgN2PS in a non-equilibrium geometry (ωB97M-V/def2-TZVPD, the Open Molecules 2025 dataset).

Each line ends with the Mulliken spin population.
Cartesian coordinates (Å):
Mg -0.575779 0.518528 -0.367415  0.006
S -0.894057 2.555012 1.305850  0.183
C -0.464875 2.363603 2.938829  0.019
N -1.395553 1.958428 3.838470  0.013
C -1.132984 1.814622 5.153628  0.000
C 0.120975 2.062241 5.641225  -0.001
C 1.117762 2.507368 4.753127  0.003
C 0.825584 2.660116 3.421491  -0.005
H -2.336857 1.805298 3.483699  0.002
H -1.948829 1.504497 5.787771  0.000
H 0.332280 1.946700 6.691516  0.000
H 2.100586 2.751536 5.128404  0.000
H 1.553452 3.034853 2.718753  -0.003
C -1.274642 -1.283063 -5.355718  0.000
N -0.472534 -0.182403 -4.799112  0.000
C -1.319610 0.989035 -4.507954  0.000
C 0.283307 -0.628877 -3.591076  -0.001
C 1.140407 0.485037 -3.043111  0.028
C 2.241970 0.895705 -3.796780  0.002
C 3.040352 1.933553 -3.359259  0.001
C 2.739008 2.583049 -2.175761  0.000
C 1.661197 2.156809 -1.410084  -0.008
C 0.853979 1.110761 -1.832463  -0.005
H -1.792063 -0.962578 -6.258340  0.000
H -2.015521 -1.589229 -4.618912  0.000
H -0.641779 -2.135852 -5.601184  0.000
H 0.221014 0.102130 -5.502288  0.000
H -2.087655 0.716794 -3.784527  0.001
H -1.800852 1.328027 -5.421571  0.000
H -0.714983 1.799768 -4.100745  0.000
H 0.909815 -1.476091 -3.884054  0.000
H -0.445266 -0.960556 -2.846462  0.000
H 2.498996 0.378814 -4.711812  0.000
H 3.899357 2.229974 -3.936119  0.000
H 3.349102 3.403801 -1.834689  0.000
H 1.451864 2.676688 -0.483666  -0.001
C -1.834338 -2.991378 2.916341  0.000
C -1.834823 -1.859134 1.898223  0.004
P -0.160971 -1.321713 1.345363  -0.009
C 0.816612 -1.313768 2.917335  0.000
C 2.200887 -0.695565 2.774167  -0.001
C 0.444855 -2.796168 0.420198  0.001
C 1.757830 -2.540453 -0.311304  -0.001
H -2.854359 -3.301713 3.116711  0.000
H -1.390856 -2.680103 3.858406  0.000
H -1.292743 -3.855168 2.540841  0.000
H -2.354544 -0.981515 2.298102  -0.004
H -2.368771 -2.164565 0.992767  0.001
H 0.900592 -2.347218 3.263647  0.000
H 0.230654 -0.750890 3.652482  0.000
H 2.853261 -1.328493 2.181587  0.000
H 2.653606 -0.584262 3.755441  0.000
H 2.151427 0.283186 2.297920  0.000
H -0.337216 -3.050829 -0.303550  0.001
H 0.551656 -3.625903 1.123863  0.000
H 1.722715 -1.581014 -0.836548  0.000
H 1.943945 -3.329967 -1.035384  0.000
H 2.593326 -2.527018 0.381592  0.000
Cl -5.055885 1.853075 -2.087181  0.171
Ge -3.482968 1.843329 -0.565103  0.434
Cl -2.518822 -0.241578 -1.422344  0.066
Cl -4.362236 0.834727 1.186764  0.101

Forces on atoms 1 to 3 (eV/Å):
1.265 0.382 0.356
-0.302 0.306 -1.580
0.158 -0.344 0.847

Calculated values
frontier orbital gap (spin up / spin down) = 7.93 / 4.45 eV
spin multiplicity = 2
total charge = +2
⟨S²⟩ = 0.758
E_HOMO (spin up / spin down) = -13.914 / -13.891 eV
relative energy (zero: lowest compared OMol25 entry of this formula, charge and spin) = 1.102 eV

# C24H26FN5O4

C24H26FN5O4 in the gas phase in a non-equilibrium geometry (ωB97M-V/def2-TZVPD, the Open Molecules 2025 dataset).

Each line ends with the Löwdin charge.
Cartesian coordinates (Å):
C 2.657911 -4.968785 0.190205  -0.089
H 2.235182 -5.391301 -0.726964  0.096
O 2.617923 -3.562229 0.177308  -0.081
C 1.404903 -2.949809 0.097680  -0.263
C 0.179830 -3.597837 0.032386  -0.008
C -0.995077 -2.865270 -0.037644  -0.002
C -0.971729 -1.480418 -0.048877  -0.226
C 0.262889 -0.819046 -0.000374  -0.089
C 1.427083 -1.555718 0.075887  0.078
H 2.384832 -1.060812 0.111908  0.134
C 0.348535 0.696194 -0.105620  -0.145
N 1.056446 1.026367 -1.315967  -0.017
C 2.322438 1.459357 -1.398000  -0.334
N 2.692702 1.584174 -2.654146  0.190
C 1.584453 1.190510 -3.338239  -0.357
N 0.581372 0.845709 -2.561279  0.177
C 1.537239 1.187938 -4.822605  -0.132
H 1.230332 0.200257 -5.172681  0.118
H 2.542883 1.404579 -5.183069  0.112
C 0.541061 2.224946 -5.356802  -0.176
H 0.666732 3.168320 -4.823412  0.116
H 0.745527 2.405525 -6.416453  0.109
C -0.901661 1.743719 -5.197363  -0.288
O -1.202474 0.644554 -6.026277  -0.071
H -1.008942 0.886445 -6.939443  0.086
H -1.594056 2.574262 -5.403942  0.114
H -1.056355 1.392053 -4.175405  0.096
N 3.013902 1.737362 -0.258562  0.156
C 2.371806 1.740088 0.958011  -0.209
C 1.090664 1.296483 1.079890  -0.029
C 0.417066 1.339568 2.391195  -0.388
O 0.940532 1.810038 3.387807  0.047
N -0.853463 0.820090 2.409253  0.156
C -1.737559 0.740119 3.482483  -0.205
C -3.012040 0.231960 3.219868  -0.010
C -3.950475 0.114688 4.224807  -0.010
C -3.607680 0.511738 5.504596  -0.285
C -2.355291 1.019643 5.792253  -0.002
C -1.419201 1.133624 4.781548  0.000
H -0.440634 1.529803 4.990731  0.099
H -2.118537 1.322104 6.799914  0.118
F -4.523038 0.399005 6.495171  0.046
H -4.936614 -0.275704 4.028322  0.117
H -3.265676 -0.067687 2.214489  0.098
H -1.234481 0.446523 1.552920  0.097
C 3.202381 2.263572 2.080691  -0.008
H 4.210436 2.490525 1.739292  0.080
H 2.749378 3.160652 2.497674  0.097
H 3.244828 1.539023 2.890363  0.094
H 3.940631 2.121458 -0.350743  0.154
H -0.661813 1.111992 -0.212480  0.157
O -2.093675 -0.687429 -0.072747  -0.133
C -3.325465 -1.287390 -0.402476  -0.079
H -3.666361 -1.967468 0.385358  0.093
H -3.261613 -1.826878 -1.350784  0.103
H -4.034957 -0.466910 -0.502407  0.098
H -1.930148 -3.399906 -0.084138  0.108
H 0.114889 -4.673915 0.035054  0.106
H 3.712293 -5.232367 0.254269  0.093
H 2.129934 -5.378087 1.057570  0.096

Forces on atoms 1 to 3 (eV/Å):
0.007 -0.187 0.004
-0.001 0.012 0.034
-0.007 0.277 -0.009

Calculated values
frontier orbital gap = 8.70 eV
total charge = 0
E_HOMO = -8.102 eV

# C56H36BrN5O2ReSe

A molecular structure, C56H36BrN5O2ReSe (ωB97M-V/def2-TZVPD, the Open Molecules 2025 dataset).

Each line ends with the Mulliken spin population.
Cartesian coordinates (Å):
Re 0.366386 0.247410 -0.039666  0.972
C -4.841479 5.837712 0.877817  0.000
C -5.206111 4.504095 0.992202  0.000
C -4.258103 3.508431 0.819026  0.005
C -2.936562 3.839572 0.535174  0.014
C -2.576394 5.176756 0.425538  0.004
C -3.525225 6.171834 0.593908  0.000
C -1.921281 2.767811 0.355430  0.016
C -1.916216 2.105915 -0.877301  -0.032
C -2.760999 2.430339 -1.987430  0.050
C -2.466097 1.555820 -2.985430  -0.038
C -1.446022 0.683217 -2.489380  0.055
N -1.123377 1.045024 -1.217355  -0.050
C -0.890344 -0.394761 -3.194641  -0.037
C 0.052907 -1.277650 -2.688709  0.052
C 0.532736 -2.453859 -3.369131  0.028
C 1.360062 -3.099454 -2.517899  0.032
C 1.414466 -2.325436 -1.304691  0.026
C 2.065362 -2.706852 -0.138480  0.000
C 2.731602 -4.042553 -0.144347  -0.014
C 2.060794 -5.138441 0.393979  -0.007
C 2.659352 -6.389130 0.394452  0.000
C 3.926809 -6.554801 -0.145682  0.000
C 4.594460 -5.467631 -0.686167  0.000
C 3.999094 -4.215091 -0.685433  -0.006
C 2.084048 -1.991444 1.067956  0.072
N 1.579670 -0.730321 1.278375  -0.018
C 1.931886 -0.344935 2.564448  -0.101
C 1.659944 0.930572 3.112251  0.058
C 2.494194 1.575299 4.160119  0.017
C 3.213514 0.934992 5.172882  0.016
C 3.986816 1.645298 6.073038  -0.007
C 4.097536 3.024368 5.983972  0.014
C 3.437748 3.676719 4.956964  -0.009
C 2.662396 2.962433 4.060328  0.007
C 0.580356 1.728972 2.658000  -0.011
C -0.130594 2.689112 3.468492  0.014
C -1.156522 3.165437 2.719464  0.005
C -1.073723 2.523116 1.437250  -0.015
N -0.026235 1.647265 1.455358  -0.030
C 2.620629 -1.443847 3.171745  0.074
C 2.703218 -2.449888 2.263098  -0.061
N 0.637269 -1.209087 -1.449666  -0.084
C -1.393683 -0.643157 -4.575557  -0.012
C -0.726011 -0.110116 -5.670120  -0.006
C -1.188719 -0.348568 -6.954538  0.000
C -2.324374 -1.118761 -7.153705  0.000
C -2.994382 -1.654765 -6.063860  0.000
C -2.529977 -1.418912 -4.779599  -0.011
H -5.580804 6.614676 1.009852  0.000
H -6.230624 4.237457 1.217777  0.000
H -4.536091 2.466373 0.909549  -0.001
H -1.547704 5.432322 0.206557  0.001
H -3.236434 7.210731 0.503525  0.000
H -3.482796 3.227780 -2.004352  0.003
H -2.904007 1.500391 -3.966287  -0.003
H 0.244828 -2.747910 -4.362765  -0.001
H 1.871633 -4.031865 -2.676008  0.001
H 1.067596 -4.995131 0.799116  0.000
H 2.131888 -7.237086 0.811675  0.000
H 4.393227 -7.530671 -0.145729  0.000
H 5.583195 -5.592607 -1.108319  0.000
H 4.519188 -3.363245 -1.102889  0.000
H 3.183750 -0.128531 5.297380  -0.001
H 4.512214 1.107266 6.850470  0.000
H 4.705180 3.574827 6.688041  0.001
H 3.537713 4.746240 4.832788  0.000
H 2.220454 3.496815 3.231953  0.004
H 0.082325 2.903911 4.500694  0.001
H -1.920701 3.861488 3.017496  0.004
H 2.933368 -1.522294 4.190253  0.007
H 3.141800 -3.421205 2.406712  -0.002
H 0.164850 0.481074 -5.513749  0.000
H -0.657308 0.066667 -7.800384  0.000
H -2.685462 -1.303641 -8.156473  0.000
H -3.879526 -2.259654 -6.213372  0.000
H -3.046650 -1.836804 -3.926022  0.001
Se 2.010605 1.876341 -0.793118  -0.085
C 2.390775 1.424896 -2.621003  0.002
C 2.054398 2.326699 -3.624557  0.006
C 2.365095 2.005804 -4.936723  0.000
N 2.960793 0.877444 -5.301355  -0.002
C 3.279066 0.025647 -4.332926  -0.001
C 3.029170 0.249219 -2.989257  0.014
H 1.558438 3.259634 -3.394157  0.002
H 2.112214 2.695599 -5.736149  0.000
H 3.763951 -0.891930 -4.644338  0.000
H 3.323300 -0.483528 -2.249780  0.003
Br -4.234523 0.646246 5.008242  0.000
C -3.784604 -0.906434 4.014626  0.002
C -4.407250 -2.110516 4.307157  0.000
C -4.068120 -3.238380 3.574545  0.000
C -3.118348 -3.162626 2.570544  -0.001
C -2.509063 -1.948759 2.285464  -0.012
C -2.843462 -0.808706 3.007717  0.005
C -1.467518 -1.880495 1.204818  0.025
O -0.960717 -2.873456 0.727372  0.017
O -1.182499 -0.644341 0.883884  0.035
H -5.144063 -2.163827 5.096274  0.000
H -4.550626 -4.180238 3.796276  0.000
H -2.834006 -4.034802 1.999256  0.000
H -2.368963 0.135034 2.777188  -0.008

Forces on atoms 1 to 3 (eV/Å):
0.253 0.356 0.269
0.011 -0.003 -0.010
-0.053 0.023 0.015

Calculated values
frontier orbital gap (spin up / spin down) = 5.17 / 5.30 eV
spin multiplicity = 2
total charge = 0
⟨S²⟩ = 0.888
E_HOMO (spin up / spin down) = -7.046 / -7.115 eV

# C6H17BNO4

2 unconnected molecules or ions with the total composition C6H17BNO4 in a non-equilibrium geometry (ωB97M-V/def2-TZVPD, the Open Molecules 2025 dataset).

Each line ends with the Löwdin charge.
Cartesian coordinates (Å):
C -4.263347 1.025253 3.162056  -0.079
C -2.873985 0.341327 2.958278  -0.315
O -2.198507 0.790564 1.810534  -0.031
B -2.553502 0.079340 0.608711  -0.904
N -2.419886 0.788076 -0.655031  -0.003
O -3.015162 -1.286642 0.607496  0.025
H -4.875914 0.335210 3.759341  0.059
H -4.112295 1.939660 3.746896  0.058
H -4.742485 1.257454 2.206604  0.075
H -2.262145 0.632486 3.831249  0.102
H -2.991110 -0.749785 3.020129  0.094
H -1.416031 0.751747 -0.869432  -0.107
H -3.932027 -1.362141 0.857601  0.048
C 4.146526 -1.322707 -0.978455  -0.121
O 3.919182 -0.593622 -2.170826  -0.199
C 2.706824 -0.967286 -2.817015  -0.205
C 1.582079 0.008484 -2.520467  -0.206
O 1.223827 -0.011875 -1.152403  -0.190
C 1.783503 1.062948 -0.419892  -0.110
H 4.914062 -0.800247 -0.407366  0.085
H 3.244750 -1.394266 -0.367315  0.085
H 4.508456 -2.329407 -1.217325  0.083
H 2.417217 -1.984052 -2.535907  0.124
H 2.904073 -0.959325 -3.894138  0.119
H 0.696006 -0.295698 -3.085485  0.130
H 1.850874 1.021011 -2.836669  0.125
H 1.225932 1.982238 -0.623573  0.092
H 2.841007 1.213730 -0.657191  0.077
H 1.692076 0.827526 0.639596  0.091

Forces on atoms 1 to 3 (eV/Å):
0.773 -0.485 0.264
0.042 0.638 0.928
-1.078 -1.555 0.319

Calculated values
frontier orbital gap = 4.56 eV
total charge = -1
E_HOMO = -1.479 eV

total charge of number 2 (C24H26FN5O4)?
0

Which of these has the highest total charge?
C20H33Cl3GeMgN2PS

Which value of total charge does entry 1 give?
+2